DFT (ωB97M-V with the def2-TZVPD basis set) results for a structure of composition ClH10NaO5 at a distorted geometry.

Element x y z (Å)
1 Na -2.420 -0.367 -2.763
2 Cl -0.362 -0.293 -0.874
3 O -1.584 -0.703 2.191
4 H -1.055 -0.522 1.395
5 H -2.319 -1.237 1.875
6 O -1.178 2.996 0.687
7 H -0.590 2.231 0.640
8 H -1.965 2.718 0.212
9 O 1.760 2.032 -1.877
10 H 1.265 1.269 -1.531
11 H 2.687 1.784 -1.795
12 O -0.255 -3.574 -0.529
13 H 0.032 -2.646 -0.562
14 H 0.559 -4.086 -0.569
15 O 1.706 -0.019 1.515
16 H 1.127 0.195 0.759
17 H 2.592 0.222 1.226

Its total charge is 0. The largest force on an atom comes out at 1.0 eV Å⁻¹. The relative energy (zero: lowest compared OMol25 entry of this formula, charge and spin) comes out at 0.796 eV. For the frontier orbital gap, the calculation gives 8.312 eV. For the highest occupied orbital energy, the calculation gives -10.3 eV.

=====

DFT (ωB97M-V with the def2-TZVPD basis set) results for a structure of composition ClH10O5Zn at a distorted geometry.

Element x y z (Å)
1 Zn -0.886 2.010 -0.930
2 Cl -0.395 0.248 -0.364
3 O 0.645 0.800 1.878
4 H 0.348 -0.050 2.203
5 H 0.254 0.873 1.007
6 O 1.606 0.260 -2.265
7 H 0.938 -0.314 -1.892
8 H 2.288 0.303 -1.594
9 O -1.539 -1.585 -1.711
10 H -1.643 -2.404 -1.225
11 H -0.972 -1.048 -1.158
12 O -2.082 0.485 1.837
13 H -1.773 1.391 1.829
14 H -1.720 0.100 1.039
15 O 1.953 -0.456 0.233
16 H 1.033 -0.445 -0.031
17 H 1.944 -0.166 1.145

Its total charge is +1. The largest force on an atom comes out at 4.5 eV Å⁻¹. The relative energy (zero: lowest compared OMol25 entry of this formula, charge and spin) comes out at 11.170 eV. For the frontier orbital gap, the calculation gives 5.329 eV. For the highest occupied orbital energy, the calculation gives -15.1 eV.

=====

DFT (ωB97M-V with the def2-TZVPD basis set) results for a cluster of 9 separate species, ClH16O12 in total at a distorted geometry.

Element x y z (Å)
1 Cl 1.286 0.445 -0.633
2 O 2.779 0.533 -0.838
3 O 0.706 -0.767 -1.269
4 O 1.062 0.322 0.817
5 O 0.545 1.685 -1.107
6 O 1.455 3.266 0.995
7 H 2.097 3.087 1.695
8 H 1.304 2.600 0.360
9 O 2.858 -1.307 1.962
10 H 2.989 -2.267 1.766
11 H 2.179 -0.940 1.351
12 O -0.685 -2.055 1.942
13 H -0.139 -1.598 2.603
14 H -0.676 -1.545 1.189
15 O 0.469 -3.316 -1.749
16 H 0.293 -2.385 -1.640
17 H 0.994 -3.635 -1.009
18 O -1.910 -1.950 -0.629
19 H -1.963 -1.053 -0.963
20 H -2.284 -2.408 -1.312
21 O -2.438 0.353 -2.028
22 H -1.541 0.190 -1.883
23 H -2.798 -0.347 -2.546
24 O -1.175 0.951 2.286
25 H -0.391 0.769 1.781
26 H -1.881 0.566 1.811
27 O -0.951 3.883 -0.666
28 H -1.712 3.798 -1.266
29 H -0.477 3.124 -1.009

Its total charge is -1. The largest force on an atom comes out at 3.8 eV Å⁻¹. The relative energy (zero: lowest compared OMol25 entry of this formula, charge and spin) comes out at 2.208 eV. For the frontier orbital gap, the calculation gives 10.297 eV. For the highest occupied orbital energy, the calculation gives -7.6 eV.

=====

DFT (ωB97M-V with the def2-TZVPD basis set) results for a cluster of 11 separate species, ClH20O10 in total.

Element x y z (Å)
1 Cl -0.083 0.200 0.318
2 O -2.931 0.651 1.794
3 H -2.137 0.364 1.342
4 H -3.541 -0.080 1.697
5 O -2.359 -1.626 -1.782
6 H -1.926 -0.798 -1.571
7 H -2.603 -1.541 -2.703
8 O 0.984 2.679 2.284
9 H 1.805 2.558 2.762
10 H 0.879 1.871 1.780
11 O 1.365 -2.342 -1.819
12 H 0.795 -1.726 -1.357
13 H 0.764 -2.908 -2.302
14 O 2.096 1.986 -1.544
15 H 1.610 1.451 -0.916
16 H 1.922 1.578 -2.392
17 O 3.012 -0.713 1.454
18 H 3.558 -0.985 2.191
19 H 2.122 -0.950 1.714
20 O 0.131 0.496 -3.305
21 H 0.129 0.644 -2.359
22 H -0.683 0.896 -3.612
23 O -1.234 3.436 -0.085
24 H -0.710 2.661 0.120
25 H -1.730 3.190 -0.866
26 O -0.926 -3.054 0.041
27 H -1.208 -2.392 -0.590
28 H -0.470 -2.559 0.722
29 O 0.625 -0.835 3.308
30 H 0.323 -0.394 2.514
31 H 0.422 -1.759 3.161

Its total charge is 0. The largest force on an atom comes out at 0.7 eV Å⁻¹. The relative energy (zero: lowest compared OMol25 entry of this formula, charge and spin) comes out at 0.236 eV. Its expectation value of S² is 0.753. For the frontier orbital gap (spin up / spin down), the calculation gives 10.854 / 4.422 eV. Its spin multiplicity is 2. For the highest occupied orbital energy (spin up / spin down), the calculation gives -11.5 / -11.5 eV.

=====

DFT (ωB97M-V with the def2-TZVPD basis set) results for a cluster of 2 separate species, ClH2N2O in total at a distorted geometry.

Element x y z (Å)
1 N 0.148 -0.243 -0.091
2 N 1.058 0.654 0.782
3 O 0.598 -1.189 -0.695
4 Cl -2.718 0.601 -0.318
5 H -0.931 0.137 -0.312
6 H 1.845 0.041 0.633

Its total charge is -1. The largest force on an atom comes out at 6.9 eV Å⁻¹. The relative energy (zero: lowest compared OMol25 entry of this formula, charge and spin) comes out at 4.338 eV. For the frontier orbital gap, the calculation gives 9.008 eV. For the highest occupied orbital energy, the calculation gives -4.9 eV.

=====

DFT (ωB97M-V with the def2-TZVPD basis set) results for a cluster of 2 separate species, ClH2NO2Si in total at a distorted geometry.

Element x y z (Å)
1 N 0.686 2.798 1.591
2 O 0.162 0.265 0.545
3 O 0.172 2.203 0.785
4 Si -0.359 -0.871 -0.414
5 Cl 1.124 -2.114 -0.907
6 H -1.333 -1.785 0.148
7 H -0.452 -0.496 -1.749

Its total charge is 0. The largest force on an atom comes out at 6.0 eV Å⁻¹. The relative energy (zero: lowest compared OMol25 entry of this formula, charge and spin) comes out at 2.110 eV. For the frontier orbital gap (spin up / spin down), the calculation gives 6.512 / 6.540 eV. For the highest occupied orbital energy (spin up / spin down), the calculation gives -9.6 / -9.6 eV.

=====

DFT (ωB97M-V with the def2-TZVPD basis set) results for a cluster of 2 separate species, ClH2NO2Si in total at a distorted geometry.

Element x y z (Å)
1 N -1.601 -1.163 0.675
2 O -0.915 -1.531 1.567
3 O -3.070 -0.618 -1.589
4 Si -2.984 -0.677 -0.088
5 Cl 2.062 -1.757 -0.662
6 H 1.016 -1.520 -1.359
7 H -3.753 0.154 0.878

Its total charge is 0. The largest force on an atom comes out at 1.9 eV Å⁻¹. The relative energy (zero: lowest compared OMol25 entry of this formula, charge and spin) comes out at 0.000 eV. Its expectation value of S² is 2.010. For the frontier orbital gap (spin up / spin down), the calculation gives 9.804 / 9.371 eV. Its spin multiplicity is 3. For the highest occupied orbital energy (spin up / spin down), the calculation gives -10.2 / -11.4 eV.

=====

DFT (ωB97M-V with the def2-TZVPD basis set) results for the molecule ClH2NOS at a distorted geometry.

Element x y z (Å)
1 N 0.815 0.745 0.128
2 O -0.084 -1.315 -0.414
3 S -0.428 -0.058 0.573
4 Cl -2.286 0.552 -0.411
5 H 1.180 1.278 0.885
6 H 0.804 -1.203 -0.760

Its total charge is 0. The largest force on an atom comes out at 2.8 eV Å⁻¹. The relative energy (zero: lowest compared OMol25 entry of this formula, charge and spin) comes out at 0.773 eV. For the frontier orbital gap, the calculation gives 10.076 eV. For the highest occupied orbital energy, the calculation gives -10.3 eV.

=====

DFT (ωB97M-V with the def2-TZVPD basis set) results for a cluster of 2 separate species, ClH2NOS2 in total at a distorted geometry.

Element x y z (Å)
1 N 0.497 -0.441 -1.799
2 O 1.887 -1.639 -0.174
3 S -0.879 -0.406 1.238
4 S 0.648 -1.820 -0.840
5 Cl 1.879 0.527 -2.238
6 H -0.383 -0.023 -2.074
7 H 0.235 -0.825 1.617

Its total charge is 0. The largest force on an atom comes out at 3.1 eV Å⁻¹. The relative energy (zero: lowest compared OMol25 entry of this formula, charge and spin) comes out at 2.723 eV. For the frontier orbital gap (spin up / spin down), the calculation gives 8.003 / 6.541 eV. For the highest occupied orbital energy (spin up / spin down), the calculation gives -9.4 / -8.6 eV.

=====

DFT (ωB97M-V with the def2-TZVPD basis set) results for the molecule ClH2NOS2 at a distorted geometry.

Element x y z (Å)
1 N -0.170 1.059 -0.830
2 O -0.030 1.044 2.073
3 S 0.612 -1.753 0.653
4 S -0.563 0.545 0.855
5 Cl -0.549 -2.747 -0.609
6 H 0.113 0.106 -1.076
7 H 0.587 1.747 -1.065

Its total charge is 0. The largest force on an atom comes out at 3.8 eV Å⁻¹. The relative energy (zero: lowest compared OMol25 entry of this formula, charge and spin) comes out at 1.149 eV. For the frontier orbital gap (spin up / spin down), the calculation gives 7.653 / 7.655 eV. For the highest occupied orbital energy (spin up / spin down), the calculation gives -9.1 / -9.1 eV.

=====

DFT (ωB97M-V with the def2-TZVPD basis set) results for the molecule ClH2NP2 at a distorted geometry.

Element x y z (Å)
1 N 0.036 -1.403 0.813
2 P 0.040 -0.736 -0.571
3 P 0.959 1.302 0.184
4 Cl -1.537 1.560 -0.094
5 H -0.334 -2.309 0.961
6 H 0.835 1.587 -1.293

Its total charge is 0. The largest force on an atom comes out at 4.5 eV Å⁻¹. The relative energy (zero: lowest compared OMol25 entry of this formula, charge and spin) comes out at 1.581 eV. For the frontier orbital gap, the calculation gives 7.445 eV. For the highest occupied orbital energy, the calculation gives -9.0 eV. Its structure (SMILES) is N=P#[PH]Cl.

=====

DFT (ωB97M-V with the def2-TZVPD basis set) results for a structure of composition ClH2NP2 at a distorted geometry.

Element x y z (Å)
1 N -0.013 1.390 0.014
2 P 0.144 -0.134 0.013
3 P -2.014 -0.781 0.023
4 Cl 2.804 -0.377 0.000
5 H 0.746 2.048 0.064
6 H -1.667 -2.146 -0.115

Its total charge is 0. The largest force on an atom comes out at 2.4 eV Å⁻¹. The relative energy (zero: lowest compared OMol25 entry of this formula, charge and spin) comes out at 3.120 eV. For the frontier orbital gap (spin up / spin down), the calculation gives 5.541 / 5.704 eV. For the highest occupied orbital energy (spin up / spin down), the calculation gives -9.0 / -9.1 eV.

=====

DFT (ωB97M-V with the def2-TZVPD basis set) results for a cluster of 2 separate species, ClH2O2PS in total at a distorted geometry.

Element x y z (Å)
1 O -0.028 -2.565 -0.239
2 O -0.935 -0.275 -0.184
3 P -0.785 -1.477 0.630
4 S 4.103 -0.464 0.181
5 Cl 2.167 0.265 -0.247
6 H 0.489 -2.125 -0.973
7 H 3.938 -1.601 -0.683

Its total charge is 0. The largest force on an atom comes out at 2.4 eV Å⁻¹. The relative energy (zero: lowest compared OMol25 entry of this formula, charge and spin) comes out at 2.152 eV. For the frontier orbital gap, the calculation gives 9.199 eV. For the highest occupied orbital energy, the calculation gives -9.9 eV. Its structure (SMILES) is O=PO.SCl.

=====

DFT (ωB97M-V with the def2-TZVPD basis set) results for the ion ClH2O3P2 with charge -1 at a distorted geometry.

Element x y z (Å)
1 O -1.077 -1.317 -0.769
2 O -0.128 -0.876 1.540
3 O -1.163 1.142 0.182
4 P 1.478 0.555 -0.703
5 P -0.318 -0.451 0.142
6 Cl -2.859 0.893 0.101
7 H 2.047 -0.618 -1.182
8 H 2.021 0.673 0.690

Its total charge is -1. The largest force on an atom comes out at 1.7 eV Å⁻¹. The relative energy (zero: lowest compared OMol25 entry of this formula, charge and spin) comes out at 2.332 eV. For the frontier orbital gap, the calculation gives 8.959 eV. For the highest occupied orbital energy, the calculation gives -5.3 eV. Its structure (SMILES) is O=[P@@]([O-])(P)OCl.

=====

DFT (ωB97M-V with the def2-TZVPD basis set) results for a cluster of 2 separate species, ClH2O3PS in total at a distorted geometry.

Element x y z (Å)
1 O 0.528 -0.747 -1.640
2 O -1.794 0.501 1.046
3 O -0.335 0.030 -0.838
4 P -1.141 -0.750 0.279
5 S -2.263 -2.218 -0.101
6 Cl 2.476 -1.674 0.252
7 H 1.248 -0.899 -0.824
8 H -1.198 1.282 1.450

Its total charge is 0. The largest force on an atom comes out at 3.5 eV Å⁻¹. The relative energy (zero: lowest compared OMol25 entry of this formula, charge and spin) comes out at 4.613 eV. For the frontier orbital gap (spin up / spin down), the calculation gives 5.633 / 5.636 eV. For the highest occupied orbital energy (spin up / spin down), the calculation gives -9.5 / -9.5 eV.

=====

DFT (ωB97M-V with the def2-TZVPD basis set) results for the molecule ClH2PS at a distorted geometry.

Element x y z (Å)
1 P 0.158 -0.001 0.010
2 S 2.126 0.305 0.002
3 Cl -1.643 1.199 0.005
4 H -0.246 -0.768 -1.080
5 H -0.395 -0.734 1.062

Its total charge is 0. The largest force on an atom comes out at 2.2 eV Å⁻¹. The relative energy (zero: lowest compared OMol25 entry of this formula, charge and spin) comes out at 0.298 eV. For the frontier orbital gap, the calculation gives 8.890 eV. For the highest occupied orbital energy, the calculation gives -9.7 eV. Its structure (SMILES) is S=[PH2]Cl.

=====

DFT (ωB97M-V with the def2-TZVPD basis set) results for a structure of composition ClH2PS2 at a distorted geometry.

Element x y z (Å)
1 P -0.145 -0.133 -0.065
2 S -2.218 -0.696 0.301
3 S -0.184 1.764 0.477
4 Cl 3.138 0.362 -0.305
5 H -2.099 -2.052 -0.255
6 H 1.508 0.754 -0.153

Its total charge is 0. The largest force on an atom comes out at 4.1 eV Å⁻¹. The relative energy (zero: lowest compared OMol25 entry of this formula, charge and spin) comes out at 2.142 eV. For the frontier orbital gap, the calculation gives 7.727 eV. For the highest occupied orbital energy, the calculation gives -10.0 eV.

=====

DFT (ωB97M-V with the def2-TZVPD basis set) results for a structure of composition ClH3N2 at a distorted geometry.

Element x y z (Å)
1 N 0.070 0.509 0.889
2 N 0.156 -0.397 -0.695
3 Cl -0.721 0.608 -1.781
4 H 1.137 0.705 0.804
5 H -0.219 -0.286 1.400
6 H -0.423 -1.139 -0.617

Its total charge is 0. The largest force on an atom comes out at 6.2 eV Å⁻¹. The relative energy (zero: lowest compared OMol25 entry of this formula, charge and spin) comes out at 1.548 eV. For the frontier orbital gap, the calculation gives 10.382 eV. For the highest occupied orbital energy, the calculation gives -9.8 eV.

=====

DFT (ωB97M-V with the def2-TZVPD basis set) results for the molecule ClH3N2S2 at a distorted geometry.

Element x y z (Å)
1 N -0.398 -1.026 -0.100
2 N 0.560 -0.212 -0.097
3 S 0.711 1.405 -1.115
4 S 1.396 -0.006 1.401
5 Cl -1.927 -0.149 1.074
6 H -0.758 -1.097 -1.043
7 H 0.100 0.796 -2.277
8 H 0.316 0.289 2.156

Its total charge is 0. The largest force on an atom comes out at 3.1 eV Å⁻¹. The relative energy (zero: lowest compared OMol25 entry of this formula, charge and spin) comes out at 0.643 eV. For the frontier orbital gap (spin up / spin down), the calculation gives 8.140 / 8.139 eV. For the highest occupied orbital energy (spin up / spin down), the calculation gives -9.2 / -9.2 eV. Its structure (SMILES) is SN(S)NCl.

=====

DFT (ωB97M-V with the def2-TZVPD basis set) results for a cluster of 2 separate species, ClH3NPS in total at a distorted geometry.

Element x y z (Å)
1 N -1.160 0.148 1.086
2 P -0.789 -1.365 1.030
3 S 0.995 -0.184 -1.386
4 Cl 1.463 1.181 -2.896
5 H -1.987 0.559 0.773
6 H 0.451 -1.247 1.821
7 H 1.027 0.908 -0.428

Its total charge is 0. The largest force on an atom comes out at 3.0 eV Å⁻¹. The relative energy (zero: lowest compared OMol25 entry of this formula, charge and spin) comes out at 2.949 eV. For the frontier orbital gap, the calculation gives 8.200 eV. For the highest occupied orbital energy, the calculation gives -9.3 eV. Its structure (SMILES) is [H]/N=P/[H].SCl.